Model P:
Below is an isolated molecule of C9H11N, with properties calculated with ωB97M-V with the def2-TZVPD basis set.

Cartesian coordinates (Å):
H: 4.008 0.932 1.181
N: 2.984 0.792 1.032
C: 2.616 -0.097 0.156
C: 0.990 -0.455 -0.189
C: 0.406 -1.769 0.102
C: -0.923 -2.030 0.302
C: -1.795 -0.881 0.416
C: -1.436 0.385 0.154
C: -2.236 1.586 0.454
C: -0.060 0.680 -0.149
C: 0.565 0.207 -1.460
H: 3.371 -0.574 -0.478
H: 1.143 -2.632 0.144
H: -1.285 -3.078 0.432
H: -2.837 -1.040 0.758
H: -2.381 2.049 -0.588
H: -1.559 2.352 0.828
H: -3.171 1.425 0.917
H: 0.316 1.687 0.134
H: -0.063 -0.380 -2.171
H: 1.348 0.841 -1.974

LUMO energy: 0.908 eV
Orbital gap: 8.77 eV
2S+1: 1
HOMO: -7.861 eV
SMILES: [H]/N=C/[C@@]12C=CC=C(C)[C@@H]1C2

Here are the natural (NBO) charges for atoms 1 to 4, given in e: 0.352 -0.630 0.164 -0.128

Model Q:
Below is an isolated molecule of C9H11N, with properties calculated with ωB97M-V with the def2-TZVPD basis set.

Cartesian coordinates (Å):
C: 1.697 1.011 0.595
C: -0.453 0.853 -0.927
C: -0.995 -0.296 -1.667
C: 2.810 0.267 0.701
C: 0.921 0.399 -0.473
C: 1.594 -0.698 -0.908
C: -1.533 0.027 -0.317
C: -2.902 0.635 -0.141
C: -1.058 -0.935 0.840
N: 2.844 -0.720 -0.283
H: 1.544 1.795 1.325
H: -0.591 1.821 -1.448
H: 1.244 -1.377 -1.748
H: 3.526 0.272 1.554
H: -3.339 -0.335 0.327
H: -3.370 0.890 -1.056
H: -3.001 1.443 0.596
H: -1.680 -1.230 1.664
H: -0.224 -0.363 1.335
H: -0.582 -1.997 0.355
H: 3.549 -1.463 -0.322

LUMO energy: -0.125 eV
Orbital gap: 7.98 eV
2S+1: 1
HOMO: -8.104 eV

Here are the natural (NBO) charges for atoms 1 to 4, given in e: -0.310 -0.454 0.267 -0.052

Verdict on stability: model P comes out on top.

Model P:
Below is an isolated molecule of C2H5NO2S, with properties calculated with ωB97M-V with the def2-TZVPD basis set.

Cartesian coordinates (Å):
C: -1.019 1.463 0.333
C: 0.017 -1.188 0.913
N: -0.002 1.153 -0.483
O: 1.995 -0.451 -0.756
O: -0.113 -1.126 -1.667
S: 0.591 -0.525 -0.618
H: -1.205 2.599 0.096
H: -0.437 -0.187 1.176
H: 0.810 -1.543 1.626
H: -0.751 -1.885 0.689
H: 0.113 1.690 -1.311

LUMO energy: 0.285 eV
Orbital gap: 9.79 eV
2S+1: 1
HOMO: -9.506 eV

Here are the natural (NBO) charges for atoms 1 to 4, given in e: -0.053 -0.936 -0.798 -0.920

Model Q:
Below is a cluster of 2 separate species, C2H5NO2S in total, with properties calculated with ωB97M-V with the def2-TZVPD basis set.

Cartesian coordinates (Å):
C: 0.562 0.900 -0.367
C: -0.801 0.513 -0.178
N: 1.518 -0.680 1.184
O: 1.308 1.586 -0.945
O: 0.645 -1.769 1.115
S: -2.030 1.215 -1.399
H: -1.131 0.866 0.801
H: -0.887 -0.577 -0.196
H: 2.259 -0.898 0.515
H: 0.116 -1.707 1.922
H: -1.560 0.551 -2.453

LUMO energy (alpha / beta): 0.327 / 0.379 eV
Orbital gap (alpha / beta): 8.85 / 7.79 eV
2S+1: 1
HOMO (alpha / beta): -8.520 / -7.409 eV

Here are the natural (NBO) charges for atoms 1 to 4, given in e: 0.691 -0.688 -0.405 -0.446

Verdict on stability: model P comes out on top.

Model P:
Below is a cluster of 2 separate species, C2H5NO2S in total, with properties calculated with ωB97M-V with the def2-TZVPD basis set.

Cartesian coordinates (Å):
C: -0.967 -1.351 0.580
C: -0.585 -0.789 -0.566
N: -1.441 -0.192 -1.549
O: -0.902 0.712 -2.156
O: -2.582 -0.635 -1.704
H: -2.078 -1.332 0.859
H: -0.339 -1.829 1.232
H: 0.511 -0.585 -0.843
S: 2.722 1.609 1.870
H: 3.575 2.678 1.634
H: 2.085 1.714 0.645

LUMO energy: -0.652 eV
Orbital gap: 9.31 eV
2S+1: 1
HOMO: -9.963 eV
SMILES: C=C[N+](=O)[O-].S

Here are the natural (NBO) charges for atoms 1 to 4, given in e: -0.312 -0.125 0.491 -0.360

Model Q:
Below is an isolated molecule of C2H5NO2S, with properties calculated with ωB97M-V with the def2-TZVPD basis set.

Cartesian coordinates (Å):
C: -0.184 0.509 0.244
C: 0.604 -0.090 1.372
N: 0.176 0.115 -0.898
O: 0.073 -1.876 -2.248
O: -1.052 1.459 0.568
S: 0.186 -0.424 -2.406
H: -1.109 1.296 1.494
H: 1.263 0.685 1.818
H: 1.215 -0.813 0.782
H: 0.000 -0.714 2.088
H: -1.173 -0.147 -2.814

LUMO energy: 0.427 eV
Orbital gap: 9.42 eV
2S+1: 1
HOMO: -8.995 eV

Here are the natural (NBO) charges for atoms 1 to 4, given in e: 0.642 -0.732 -0.835 -0.979

Verdict on stability: model Q comes out on top.

Model P:
Below is a cluster of 2 separate species, CH3NO2S in total, with properties calculated with ωB97M-V with the def2-TZVPD basis set.

Cartesian coordinates (Å):
C: 0.397 -1.290 1.293
N: 4.776 3.477 -6.141
O: 4.052 4.403 -5.807
O: 4.358 2.610 -7.306
S: -1.033 -0.117 1.013
H: 0.363 -1.761 2.255
H: 1.235 -0.617 1.475
H: 0.619 -2.068 0.396

LUMO energy: 6.018 eV
Orbital gap: 6.50 eV
2S+1: 1
HOMO: -0.484 eV
Net charge: -2

Here are the natural (NBO) charges for atoms 1 to 4, given in e: -0.742 0.232 -0.473 -0.758

Model Q:
Below is a cluster of 3 separate species, CH3NO2S in total, with properties calculated with ωB97M-V with the def2-TZVPD basis set.

Cartesian coordinates (Å):
C: 1.860 -0.610 2.449
N: -3.310 1.578 -4.041
O: -4.216 1.096 -3.314
O: -2.543 0.236 -5.105
S: 3.624 -0.402 2.967
H: 1.339 0.314 2.203
H: 1.374 -1.133 3.327
H: 1.872 -1.079 1.514

LUMO energy: 5.860 eV
Orbital gap: 6.31 eV
2S+1: 1
HOMO: -0.450 eV
Net charge: -2

Here are the natural (NBO) charges for atoms 1 to 4, given in e: -0.739 0.247 -0.401 -0.846

Verdict on stability: model P comes out on top.

Model P:
Below is an isolated molecule of CH3Br2PS, with properties calculated with ωB97M-V with the def2-TZVPD basis set.

Cartesian coordinates (Å):
C: 1.042 2.608 -1.913
P: -0.128 -1.420 -0.035
S: -0.501 0.293 1.018
Br: 1.364 1.948 -0.178
Br: 1.656 1.741 -3.483
H: 0.013 2.863 -2.127
H: 1.226 -1.888 0.372
H: -0.679 -2.513 0.600

LUMO energy (alpha / beta): -1.062 / -2.079 eV
Orbital gap (alpha / beta): 7.72 / 6.17 eV
2S+1: 1
HOMO (alpha / beta): -8.783 / -8.244 eV

Here are the natural (NBO) charges for atoms 1 to 4, given in e: -0.413 0.169 -0.260 0.231

Model Q:
Below is an isolated molecule of CH3Br2PS, with properties calculated with ωB97M-V with the def2-TZVPD basis set.

Cartesian coordinates (Å):
C: -0.246 -0.079 -0.078
P: -1.985 -0.457 -0.607
S: -3.420 0.222 0.448
Br: -1.886 0.117 -2.780
Br: -1.794 -2.721 -0.848
H: -0.371 1.011 0.026
H: -0.023 -0.580 0.809
H: 0.217 -0.469 -1.000

LUMO energy: -0.584 eV
Orbital gap: 9.17 eV
2S+1: 1
HOMO: -9.750 eV
SMILES: CP(=S)(Br)Br

Here are the natural (NBO) charges for atoms 1 to 4, given in e: -0.929 0.955 -0.402 -0.177

Verdict on stability: model Q comes out on top.

Model P:
Below is an isolated molecule of CH4S, with properties calculated with ωB97M-V with the def2-TZVPD basis set.

Cartesian coordinates (Å):
C: -0.571 0.403 0.937
S: 0.378 -0.235 -0.467
H: -1.253 1.227 0.752
H: -1.156 -0.311 1.529
H: 0.181 0.693 1.678
H: -0.565 -0.082 -1.387

LUMO energy: 1.082 eV
Orbital gap: 10.19 eV
2S+1: 1
HOMO: -9.109 eV
SMILES: CS

Here are the natural (NBO) charges for atoms 1 to 4, given in e: -0.747 -0.027 0.223 0.212

Model Q:
Below is a cluster of 2 separate species, CH4S in total, with properties calculated with ωB97M-V with the def2-TZVPD basis set.

Cartesian coordinates (Å):
C: -0.443 -0.098 -0.152
S: 2.016 0.685 0.882
H: -1.069 0.345 -0.905
H: -0.835 -0.238 0.852
H: 0.518 0.458 -0.308
H: -0.187 -1.152 -0.368

LUMO energy: -2.674 eV
Orbital gap: 6.84 eV
2S+1: 1
HOMO: -9.513 eV

Here are the natural (NBO) charges for atoms 1 to 4, given in e: -0.757 -0.155 0.242 0.248

Model R:
Below is an isolated molecule of CH4S, with properties calculated with ωB97M-V with the def2-TZVPD basis set.

Cartesian coordinates (Å):
C: 0.263 -0.319 0.332
S: -1.180 0.505 -0.465
H: 0.032 -0.081 1.443
H: 1.146 -0.239 -0.209
H: 0.006 -1.322 0.264
H: -0.267 1.455 -1.365

LUMO energy: 0.660 eV
Orbital gap: 9.60 eV
2S+1: 1
HOMO: -8.939 eV
SMILES: CS

Here are the natural (NBO) charges for atoms 1 to 4, given in e: -0.725 -0.090 0.230 0.232

Verdict on stability: model P comes out on top.